A cluster of 8 separate species, C42H97N3O8 in total in a non-equilibrium geometry, computed with the ωB97M-V functional and the def2-TZVPD basis.

CARTESIAN COORDINATES (ANGSTROEM)
C (1.1557, -7.8563, -0.5246)
C (1.1670, -9.2278, 0.1567)
C (-0.3110, -9.7688, 0.3933)
C (1.8378, -10.2666, -0.8073)
C (3.3755, -10.2396, -0.9512)
C (4.0426, -10.3122, 0.3581)
C (3.4790, -9.2285, 1.3829)
C (3.9697, -9.6654, 2.7460)
C (4.0439, -7.8419, 1.0489)
N (2.0149, -9.2353, 1.3885)
O (1.4370, -8.6236, 2.4494)
H (2.0481, -7.8122, -1.1489)
H (0.3588, -7.7839, -1.2646)
H (1.1583, -7.0449, 0.2033)
H (-0.9372, -9.6008, -0.4829)
H (-0.3134, -10.8212, 0.6771)
H (-0.6753, -9.2189, 1.2610)
H (1.6353, -11.2846, -0.4743)
H (1.3342, -10.1718, -1.7693)
H (3.8074, -11.0360, -1.5574)
H (3.6809, -9.3207, -1.4516)
H (5.1087, -10.0966, 0.2876)
H (3.9501, -11.3140, 0.7776)
H (5.0383, -9.4855, 2.8641)
H (3.6290, -10.6648, 3.0166)
H (3.5813, -9.0466, 3.5549)
H (4.2371, -7.3969, 2.0250)
H (3.4061, -7.1503, 0.4985)
H (4.9973, -7.8573, 0.5207)
H (1.2639, -9.3594, 3.0412)
C (-12.0196, -3.9512, 4.3093)
C (-10.4910, -3.7207, 4.4598)
C (-10.0067, -2.9582, 3.2742)
C (-10.4253, -2.9121, 5.7921)
C (-8.9675, -2.7927, 6.2145)
C (-8.3680, -4.2122, 6.5565)
C (-8.5364, -5.1654, 5.3420)
C (-7.3540, -4.9413, 4.3456)
C (-8.4905, -6.5458, 5.8757)
N (-9.8437, -5.0305, 4.6708)
O (-9.8683, -5.9395, 3.5904)
H (-12.4999, -4.4108, 5.1731)
H (-12.6450, -3.0619, 4.2320)
H (-12.2091, -4.6348, 3.4818)
H (-10.1880, -3.6292, 2.4345)
H (-10.6863, -2.1575, 2.9822)
H (-8.9723, -2.6153, 3.2965)
H (-10.6667, -1.8896, 5.5017)
H (-11.0172, -3.3800, 6.5787)
H (-8.3997, -2.2452, 5.4622)
H (-8.8910, -2.1699, 7.1058)
H (-8.7708, -4.5749, 7.5021)
H (-7.3156, -4.0110, 6.7566)
H (-7.5690, -5.2831, 3.3331)
H (-6.4858, -5.4770, 4.7295)
H (-7.0729, -3.8941, 4.2338)
H (-9.2972, -6.6353, 6.6033)
H (-7.5459, -6.7559, 6.3773)
H (-8.5490, -7.2677, 5.0612)
H (-10.4507, -6.6333, 3.9085)
C (6.7730, 5.8786, -2.9600)
C (7.4549, 5.4723, -4.3310)
C (7.2620, 6.5387, -5.4688)
C (8.9868, 5.3601, -4.0003)
C (9.7535, 4.5032, -5.0294)
C (9.1428, 3.1909, -5.1830)
C (7.6292, 3.1988, -5.4990)
C (7.4770, 3.4208, -7.0890)
C (7.1346, 1.7274, -5.2052)
N (6.8637, 4.2129, -4.7294)
O (5.5256, 4.2558, -4.8350)
H (5.7964, 6.2214, -3.3019)
H (6.6315, 5.0672, -2.2460)
H (7.1979, 6.6939, -2.3745)
H (7.9083, 6.1578, -6.2595)
H (6.2587, 6.4244, -5.8791)
H (7.5631, 7.5798, -5.3526)
H (9.4754, 6.3148, -4.1950)
H (9.2251, 5.0613, -2.9795)
H (10.0845, 4.9927, -5.9453)
H (10.7677, 4.3405, -4.6646)
H (9.2840, 2.5918, -4.2834)
H (9.6198, 2.5261, -5.9031)
H (6.5135, 3.8530, -7.3592)
H (7.7012, 2.4916, -7.6130)
H (8.2585, 4.0960, -7.4373)
H (7.8118, 0.9712, -5.6023)
H (6.1645, 1.5497, -5.6693)
H (7.1173, 1.5615, -4.1280)
H (5.1937, 3.7929, -4.0622)
C (-0.6858, 1.4285, -1.6620)
C (-0.6514, 1.8975, -0.1790)
C (-0.4260, 0.7033, 0.7855)
O (0.2981, 2.9687, -0.0396)
H (-0.8818, 2.2692, -2.3275)
H (-1.4999, 0.7360, -1.8759)
H (0.2720, 1.0271, -1.9933)
H (-1.6098, 2.3425, 0.0883)
H (0.3889, 0.0295, 0.5211)
H (-1.3918, 0.2295, 0.9607)
H (-0.1205, 1.1269, 1.7423)
H (-0.0213, 3.7095, -0.5600)
C (6.7644, 0.5884, 2.1573)
C (7.0900, 1.0035, 3.5834)
C (6.0603, 0.4685, 4.6280)
O (8.2824, 0.3633, 3.9757)
H (5.7873, 0.9476, 1.8345)
H (6.7474, -0.4810, 1.9469)
H (7.5228, 1.0047, 1.4942)
H (7.1521, 2.0883, 3.6694)
H (5.8982, -0.5869, 4.4093)
H (5.0785, 0.9397, 4.5826)
H (6.4186, 0.5741, 5.6520)
H (8.9609, 0.6524, 3.3612)
C (-0.8528, 6.1277, -10.8957)
C (0.5259, 5.8557, -10.2810)
C (1.5912, 6.9052, -10.6206)
O (0.4043, 5.9297, -8.9046)
H (-1.3142, 7.0946, -10.6948)
H (-1.4853, 5.3477, -10.4717)
H (-0.9428, 5.8699, -11.9509)
H (0.8727, 4.8499, -10.5182)
H (2.5174, 6.7303, -10.0733)
H (1.2186, 7.9233, -10.5078)
H (1.8226, 6.8806, -11.6855)
H (1.2740, 5.6785, -8.5849)
C (-6.0006, 5.0137, 9.0794)
C (-5.8937, 5.4458, 7.6205)
C (-5.0264, 4.5620, 6.7132)
O (-7.1602, 5.4842, 7.0676)
H (-5.0770, 5.2723, 9.5973)
H (-6.0776, 3.9272, 9.0385)
H (-6.8274, 5.3481, 9.7061)
H (-5.5284, 6.4662, 7.5049)
H (-5.3151, 3.5396, 6.9570)
H (-3.9578, 4.7133, 6.8657)
H (-5.2453, 4.7842, 5.6688)
H (-7.3225, 6.1325, 6.3784)
C (-2.8630, 9.5970, -0.3694)
C (-2.9049, 9.1799, -1.8568)
C (-3.1706, 10.3631, -2.8049)
O (-1.6467, 8.6480, -2.1953)
H (-2.3986, 8.7631, 0.1569)
H (-3.8508, 9.8398, 0.0222)
H (-2.0883, 10.3386, -0.1747)
H (-3.7137, 8.4570, -1.9625)
H (-4.0521, 10.9118, -2.4733)
H (-3.5777, 9.9601, -3.7322)
H (-2.2773, 10.9421, -3.0389)
H (-1.5844, 8.6682, -3.1531)

Values from the calculation:
E_HOMO: -0.28919 Eh
2S+1: 1
Relative energy (zero: lowest compared OMol25 entry of this formula, charge and spin): 3.428 eV
Energy: -2424.34411 a.u.